[1]
15
Properties=species:S:1:pos:R:3:nbo_charge:R:1 method="wB97M-V/def2-TZVPD" relative_energy_kj_mol=108.8 smiles=CC(C)CC#N e_homo_ev=-10.967 multiplicity=1
C 0.812 -1.216 -0.375 -0.600
C 0.406 0.104 0.334 -0.173
C 0.673 1.278 -0.542 -0.623
C -0.993 -0.096 0.875 -0.527
C -2.004 -0.101 -0.128 0.277
N -2.926 -0.166 -0.807 -0.318
H 0.069 -1.524 -0.988 0.205
H 1.867 -0.991 -0.849 0.209
H 0.891 -1.953 0.463 0.204
H 0.893 0.120 1.313 0.191
H 0.071 2.164 -0.236 0.213
H 0.465 0.917 -1.552 0.221
H 1.745 1.491 -0.415 0.223
H -0.983 -0.904 1.538 0.248
H -0.985 0.879 1.368 0.251

***

[2]
48
Properties=species:S:1:pos:R:3:nbo_charge:R:1 method="wB97M-V/def2-TZVPD" relative_energy_kj_mol=276.4 smiles="Cc1ccc(OCc2cc(C(=O)NCc3cn4ccccc4n3)no2)cc1C" e_homo_ev=-8.241 multiplicity=1
C -3.250 -3.635 1.454 -0.627
C -3.237 -2.491 0.485 -0.070
C -2.940 -2.706 -0.854 -0.186
C -2.919 -1.668 -1.763 -0.254
C -3.202 -0.373 -1.340 0.294
O -3.156 0.595 -2.316 -0.485
C -3.390 1.928 -1.952 -0.113
C -2.334 2.470 -1.042 0.297
C -1.038 2.097 -0.825 -0.353
C -0.593 3.004 0.175 0.040
C 0.749 3.015 0.827 0.645
O 0.908 2.952 2.025 -0.591
N 1.760 3.078 -0.068 -0.587
C 3.150 2.998 0.338 -0.263
C 3.688 1.616 0.155 0.122
C 3.295 0.473 0.821 -0.130
N 4.043 -0.537 0.308 -0.298
C 4.083 -1.860 0.587 0.020
C 4.952 -2.661 -0.088 -0.262
C 5.805 -2.118 -1.073 -0.212
C 5.766 -0.782 -1.360 -0.204
C 4.870 0.039 -0.662 0.299
N 4.646 1.337 -0.755 -0.471
N -1.551 3.832 0.496 -0.085
O -2.630 3.513 -0.252 -0.265
C -3.505 -0.147 -0.005 -0.331
C -3.523 -1.193 0.909 0.104
C -3.846 -0.913 2.345 -0.651
H -3.004 -4.566 0.951 0.215
H -4.232 -3.738 1.914 0.216
H -2.527 -3.471 2.253 0.215
H -2.719 -3.708 -1.194 0.209
H -2.688 -1.836 -2.802 0.222
H -3.385 2.485 -2.896 0.222
H -4.376 2.058 -1.482 0.200
H -0.499 1.291 -1.278 0.247
H 1.562 3.048 -1.056 0.403
H 3.746 3.696 -0.252 0.225
H 3.180 3.276 1.395 0.247
H 2.568 0.334 1.594 0.229
H 3.410 -2.221 1.350 0.216
H 4.987 -3.715 0.133 0.226
H 6.487 -2.770 -1.595 0.220
H 6.402 -0.330 -2.103 0.234
H -3.730 0.846 0.354 0.213
H -4.035 0.146 2.502 0.219
H -3.020 -1.214 2.988 0.219
H -4.727 -1.474 2.655 0.217

***

[3]
20
Properties=species:S:1:pos:R:3:nbo_charge:R:1 method="wB97M-V/def2-TZVPD" relative_energy_kj_mol=122.1 e_homo_ev=-2.962 multiplicity=1 total_charge=-1
C -0.483 1.921 1.461 -0.631
C -1.049 1.727 0.020 -0.398
C -2.049 0.530 -0.049 -0.542
S -1.492 -1.158 -0.364 -0.700
H 0.348 2.626 1.464 0.186
H -0.256 0.863 1.632 0.224
H -1.156 2.246 2.272 0.186
H -1.612 2.664 -0.072 0.169
H -0.231 1.646 -0.693 0.195
H -2.773 0.941 -0.798 0.169
H -2.604 0.468 0.892 0.178
H 3.587 -0.628 1.505 0.496
H 4.715 -1.472 2.130 0.464
O 4.419 -0.563 2.007 -0.962
H -1.181 -1.477 -3.402 0.489
H -1.352 -3.004 -3.486 0.465
O -1.690 -2.177 -3.833 -0.962
H 1.061 -1.310 0.077 0.500
H 1.998 -1.886 -0.855 0.455
O 1.800 -1.957 0.089 -0.983

***

[4]
21
Properties=species:S:1:pos:R:3:nbo_charge:R:1 method="wB97M-V/def2-TZVPD" relative_energy_kj_mol=62.3 smiles=CCC(CC)N(I)PCl e_homo_ev=-9.146 multiplicity=1
C 0.318 0.408 -2.442 -0.614
C -0.509 0.377 -1.111 -0.433
C -0.054 -0.457 0.022 -0.017
C -0.792 -0.363 1.320 -0.427
C -2.101 -1.273 1.589 -0.619
N 1.458 0.058 0.438 -0.983
I 3.210 -1.177 -0.131 0.247
P 1.676 1.534 1.069 0.862
Cl 2.905 2.615 -0.147 -0.353
H 1.208 0.906 -2.196 0.211
H 0.669 -0.439 -3.046 0.222
H -0.244 1.200 -3.180 0.206
H -1.532 -0.143 -1.382 0.214
H -0.744 1.479 -0.922 0.231
H 0.013 -1.520 -0.176 0.221
H -0.989 0.703 1.636 0.219
H 0.013 -0.732 2.033 0.230
H -2.616 -0.780 2.382 0.222
H -2.858 -1.362 0.746 0.205
H -1.904 -2.347 1.685 0.215
H 2.871 1.315 1.813 -0.059

***

[5]
17
Properties=species:S:1:pos:R:3:nbo_charge:R:1 method="wB97M-V/def2-TZVPD" relative_energy_kj_mol=106.2 e_homo_ev=-12.676 multiplicity=1 total_charge=+1
C -2.097 -1.694 -1.054 -0.419
N -1.712 -0.226 -0.931 -0.707
H -1.957 -2.147 -0.056 0.242
H -1.228 -2.134 -1.571 0.248
H -3.115 -1.548 -1.373 0.239
H -2.609 0.264 -0.896 0.429
H -1.043 -0.053 -0.139 0.446
H -1.311 0.141 -1.797 0.431
C 0.926 1.988 0.922 -0.755
S 0.761 0.162 1.118 0.121
C 2.464 -0.451 0.788 -0.717
H 0.005 2.540 1.248 0.246
H 1.833 2.427 1.361 0.250
H 0.867 2.310 -0.118 0.213
H 2.728 -0.106 -0.233 0.240
H 2.422 -1.479 1.155 0.254
H 3.067 0.004 1.577 0.239

***

[6]
88
Properties=species:S:1:pos:R:3:nbo_charge:R:1 method="wB97M-V/def2-TZVPD" relative_energy_kj_mol=0.0 e_homo_ev=-8.075 multiplicity=1
C 0.795 3.023 5.728 -0.645
H 0.508 2.415 6.583 0.206
H -0.063 3.099 5.069 0.219
H 1.029 4.028 6.075 0.217
C 2.014 2.440 5.006 -0.043
C 2.417 3.350 3.846 -0.391
H 2.524 4.380 4.190 0.212
C 1.391 3.289 2.710 -0.379
H 1.765 3.899 1.888 0.206
H 0.443 3.724 3.029 0.198
C 1.150 1.848 2.229 -0.249
C 0.170 1.765 1.078 0.016
C 0.268 2.647 0.005 -0.205
C -0.601 2.599 -1.064 -0.271
C -1.606 1.638 -1.089 0.313
C -1.687 0.726 -0.049 -0.305
C -0.812 0.776 1.028 -0.011
C -0.974 -0.253 2.113 -0.419
C 0.297 -0.427 2.944 -0.189
C 1.395 -1.154 2.160 -0.420
C 1.097 -2.642 1.979 -0.380
C 2.292 -3.427 1.432 -0.398
C 2.677 -3.109 -0.019 -0.404
C 2.098 -4.080 -1.051 -0.384
C 0.594 -3.959 -1.299 -0.393
C 0.214 -2.674 -2.033 -0.394
C -1.284 -2.610 -2.331 -0.413
C -1.613 -1.491 -3.307 -0.584
H -1.242 -0.534 -2.946 0.242
H -1.208 -1.704 -4.293 0.216
S -3.450 -1.361 -3.472 1.259
O -3.890 -0.712 -2.222 -1.012
C -3.463 0.011 -4.725 -0.589
H -4.461 0.443 -4.651 0.233
C -3.206 -0.527 -6.119 -0.424
H -3.915 -1.328 -6.340 0.222
H -2.198 -0.938 -6.189 0.217
C -3.355 0.580 -7.168 -0.460
C -3.077 0.043 -8.564 0.622
F -1.830 -0.481 -8.654 -0.324
F -3.925 -0.964 -8.886 -0.323
C -3.209 1.140 -9.653 0.918
F -2.353 2.138 -9.417 -0.314
F -4.438 1.664 -9.643 -0.314
F -2.972 0.681 -10.875 -0.300
H -4.369 0.984 -7.156 0.236
H -2.649 1.389 -6.969 0.237
H -2.735 0.763 -4.423 0.246
H -1.616 -3.562 -2.754 0.202
H -1.836 -2.447 -1.403 0.217
H 0.495 -1.802 -1.441 0.207
H 0.769 -2.631 -2.974 0.194
H 0.279 -4.810 -1.910 0.200
H 0.053 -4.021 -0.355 0.197
H 2.318 -5.100 -0.728 0.200
H 2.615 -3.923 -2.002 0.197
H 2.387 -2.089 -0.268 0.197
H 3.765 -3.160 -0.106 0.208
H 3.148 -3.222 2.080 0.200
H 2.078 -4.495 1.514 0.199
H 0.239 -2.766 1.320 0.190
H 0.830 -3.066 2.951 0.199
H 2.340 -1.057 2.698 0.200
H 1.511 -0.681 1.184 0.206
C 0.700 0.978 3.412 -0.204
C 1.808 1.019 4.455 -0.198
C 1.702 0.155 5.711 -0.416
H 1.959 -0.884 5.512 0.211
H 0.687 0.178 6.109 0.201
C 2.701 0.810 6.684 -0.436
H 3.571 0.177 6.850 0.216
H 2.247 0.997 7.659 0.204
C 3.127 2.158 6.046 0.117
O 3.372 3.173 6.979 -0.708
H 2.567 3.319 7.490 0.460
H 4.082 2.039 5.523 0.176
H 2.747 0.745 3.958 0.199
H -0.203 1.422 3.842 0.201
H 0.057 -1.028 3.828 0.204
H -1.279 -1.202 1.669 0.211
H -1.791 0.062 2.772 0.217
H -2.457 -0.035 -0.079 0.221
O -2.460 1.599 -2.145 -0.717
H -3.094 0.858 -2.015 0.510
H -0.517 3.297 -1.883 0.216
H 1.047 3.393 -0.004 0.206
H 2.116 1.466 1.872 0.202
H 3.389 3.028 3.463 0.198